# 1
Entry from the OMol25 dataset: a structure of composition C48H70CsF5GeN5O7PS2SbSe at a distorted geometry (the ωB97M-V functional and the def2-TZVPD basis).

```
142
C48H70CsF5GeN5O7PS2SbSe | the OMol25 dataset | the ωB97M-V functional and the def2-TZVPD basis
Cs 0.08696 0.64074 0.25600
S 1.79000 1.86829 2.79069
C 1.28404 3.48574 2.86578
N 0.92654 4.58255 2.93097
C 1.90535 -5.25714 -0.96793
C 3.05943 -4.57400 -0.25932
O 2.60950 -3.73381 0.80874
P 2.10591 -2.22420 0.39371
O 2.44402 -1.51021 1.82350
C 3.81624 -1.09206 2.06076
C 4.61738 -2.17971 2.74808
O 0.49095 -2.33225 0.59894
C -0.09055 -2.97910 1.74990
C -1.12470 -3.98384 1.30047
H 2.27853 -5.87542 -1.78818
H 1.22196 -4.50974 -1.38017
H 1.34752 -5.89108 -0.27641
H 3.64333 -3.98474 -0.97379
H 3.72458 -5.30803 0.19193
H 3.75053 -0.21108 2.69866
H 4.28275 -0.78108 1.12280
H 4.12933 -2.50351 3.67180
H 5.61001 -1.79077 2.98519
H 4.73126 -3.04927 2.10041
H -0.55729 -2.20681 2.36669
H 0.69398 -3.46332 2.32873
H -1.87524 -3.51803 0.66347
H -1.63660 -4.40232 2.17050
H -0.65282 -4.79883 0.74764
F 9.78280 3.57849 1.14635
C 8.69766 2.95669 0.65799
C 8.18717 1.83981 1.28341
F 8.78578 1.37642 2.39406
C 7.07083 1.20810 0.76928
F 6.63370 0.12797 1.44341
C 6.40823 1.63469 -0.38136
Se 4.90600 0.74026 -1.08863
C 6.95706 2.77406 -0.97529
F 6.40881 3.29238 -2.08232
C 8.07114 3.42332 -0.47882
F 8.55809 4.51337 -1.09422
C -8.38379 2.54403 0.83007
C -7.67798 1.21442 0.75645
C -6.66464 0.90000 1.66170
C -5.98656 -0.30306 1.58272
C -6.32441 -1.20669 0.58083
C -7.33313 -0.92191 -0.32470
C -8.00669 0.28827 -0.22783
S -5.40133 -2.70703 0.43497
O -5.99987 -3.47236 -0.62234
O -5.25683 -3.24796 1.75538
N -3.91452 -2.25910 -0.04035
C -3.71775 -1.69415 -1.39269
C -3.77612 -0.16655 -1.38499
C -2.72185 0.42615 -0.44975
O -2.70380 0.01779 0.74621
O -1.91165 1.25658 -0.92576
H -8.44873 2.89904 1.85884
H -9.39233 2.47909 0.42131
H -7.83987 3.29765 0.25521
H -6.40024 1.61322 2.43451
H -5.19534 -0.54377 2.28272
H -7.57941 -1.64681 -1.09016
H -8.79677 0.51794 -0.93395
H -3.48248 -1.61997 0.64028
H -4.45605 -2.12495 -2.06602
H -2.73428 -2.02284 -1.73592
H -4.75695 0.15690 -1.02783
H -3.62047 0.22536 -2.38977
C 3.24577 -1.20545 7.85271
C 2.83625 -0.87415 6.42263
C 1.37144 -1.19751 6.13778
C 0.90933 -0.68916 4.76586
Ge 0.68158 1.24779 4.68282
C -1.18818 1.73311 4.44356
C -2.12028 1.22460 5.56012
C -2.36977 2.23265 6.68120
C -1.10885 2.66921 7.42409
H 4.30648 -1.01024 8.01860
H 3.05757 -2.25815 8.08054
H 2.67885 -0.60282 8.56782
H 3.46287 -1.42826 5.71768
H 3.01926 0.18733 6.23006
H 0.74731 -0.77651 6.93591
H 1.23489 -2.28293 6.17681
H -0.05599 -1.12026 4.48912
H 1.61950 -0.99187 3.99035
H 1.40501 1.99745 5.80915
H -1.46822 1.27717 3.48890
H -1.27710 2.81361 4.31255
H -1.73510 0.29488 5.99771
H -3.08255 0.96758 5.11136
H -3.07177 1.79013 7.39208
H -2.85954 3.11275 6.25449
H -0.55361 1.80265 7.79666
H -1.35725 3.29909 8.28044
H -0.44312 3.24372 6.77846
C 2.74092 -1.24967 -4.25913
C 2.39537 -0.44669 -3.18008
N 1.31822 -0.68197 -2.43196
C 0.55261 -1.72604 -2.73966
C 0.78673 -2.56640 -3.82105
C 1.92375 -2.31544 -4.58660
C -0.14885 -3.67394 -4.12447
C -0.69979 -3.94027 -5.30644
C -0.57273 -3.13967 -6.54556
C -0.50279 -1.75049 -6.55483
C -0.40249 -1.13000 -7.78339
N -0.37881 -1.80638 -8.93392
C -0.47719 -3.12693 -8.81702
N -0.57851 -3.82976 -7.69210
H 3.63905 -1.03458 -4.82378
H 3.01662 0.39692 -2.89239
H -0.31285 -1.89656 -2.09908
H 2.15671 -2.95840 -5.42800
H -0.39344 -4.32976 -3.29300
H -1.30773 -4.83126 -5.41836
H -0.53578 -1.17660 -5.63844
H -0.33798 -0.04941 -7.85498
H -0.47759 -3.69604 -9.74073
C 1.36906 5.25102 -4.24224
C 1.19643 4.68286 -2.83278
Sb 0.08733 2.82316 -2.58311
C 0.43347 2.05617 -4.59349
C -0.53002 2.51283 -5.68967
C -1.90836 3.62876 -2.84569
C -2.07192 4.97480 -3.55180
H 1.93581 6.18715 -4.22000
H 0.41226 5.46177 -4.72120
H 1.91849 4.56055 -4.88597
H 0.71202 5.41071 -2.17690
H 2.17460 4.47466 -2.39413
H 0.41379 0.96843 -4.49656
H 1.46289 2.32789 -4.83924
H -1.56458 2.25309 -5.45080
H -0.28826 2.04536 -6.65115
H -0.48713 3.59194 -5.83948
H -2.29590 3.67713 -1.82688
H -2.48554 2.84636 -3.34573
H -1.46323 5.75265 -3.08492
H -3.11368 5.31010 -3.51078
H -1.79210 4.92370 -4.60457
```

Calculated values
**Spin multiplicity**: 1
**HOMO-LUMO gap**: 0.215 Ha
**ΔE to the lowest compared entry with this formula, charge and spin**: 43.0 kcal/mol
**Charge**: -1

***

# 2
Entry from the OMol25 dataset: a cluster of 12 separate species, C47H62N4O34S in total at a distorted geometry (the ωB97M-V functional and the def2-TZVPD basis).

```
148
C47H62N4O34S | the OMol25 dataset | the ωB97M-V functional and the def2-TZVPD basis
C 1.42271 0.58229 -2.22194
C 0.10134 1.50711 -2.29178
C 0.36634 2.91684 -2.94309
O -0.29652 3.14016 -4.21795
C -1.68501 3.14283 -4.02168
C -2.35619 4.23899 -3.33782
C -1.63747 5.51447 -2.79657
C -2.45713 6.85066 -3.06700
N -1.98810 7.95700 -2.61249
C -3.86612 4.13367 -3.13081
C -4.63246 2.97178 -3.60319
C -6.17642 2.95592 -3.28856
C -6.38587 3.49773 -1.81255
C -5.52905 3.03417 -0.58198
N -7.34014 4.34413 -1.58094
C -4.00734 1.82782 -4.35822
N -4.56895 0.68913 -4.88083
S -3.29094 -0.18821 -5.55758
N -2.00541 0.85151 -5.22314
C -2.49353 1.96510 -4.54379
H 1.23520 -0.34197 -2.85296
H 2.32194 1.13123 -2.60659
H 1.50600 0.24967 -1.14959
H -0.29640 1.68460 -1.24658
H -0.67106 0.88649 -2.81865
H 1.47602 3.03728 -3.13019
H 0.10092 3.70385 -2.16970
H -0.62377 5.67622 -3.26989
H -1.44920 5.37941 -1.69098
H -3.40659 6.77052 -3.66979
H -2.65128 8.68508 -2.91179
H -4.38814 4.97502 -2.60169
H -6.48286 1.86236 -3.25286
H -6.74168 3.53755 -4.06346
H -5.12301 1.98323 -0.68952
H -6.08436 3.16978 0.39031
H -4.60819 3.69728 -0.53378
H -7.81059 4.51045 -2.48112
C 3.49411 5.40083 -1.97992
C 4.84056 5.62943 -1.35775
O 4.80272 4.79234 -0.20179
C 3.88927 3.81747 -0.44366
O 3.72369 2.85539 0.24333
O 3.17991 4.06984 -1.56924
H 3.51589 5.47855 -3.06690
H 2.73351 6.07946 -1.59201
H 5.66165 5.30358 -2.00337
H 5.00031 6.66333 -1.08146
C 4.97886 -1.08118 -0.04487
C 5.36933 0.06641 0.84006
O 5.56697 -0.55983 2.10248
C 5.84584 -1.86627 1.86774
O 6.22264 -2.63562 2.70433
O 5.64057 -2.19134 0.56430
H 5.30866 -0.94680 -1.07464
H 3.90175 -1.26713 -0.03912
H 6.30546 0.53621 0.52617
H 4.59543 0.82946 0.90331
C -2.67337 -5.36412 -7.21542
C -1.84784 -5.04742 -6.00166
O -1.24637 -3.80357 -6.34787
C -2.03202 -3.21824 -7.28469
O -1.89136 -2.09199 -7.66010
O -2.98963 -4.07309 -7.73281
H -3.57989 -5.91792 -6.97039
H -2.11126 -5.91893 -7.97159
H -2.45701 -4.90890 -5.10490
H -1.09079 -5.80468 -5.80001
C 3.25764 -2.60067 4.36692
C 2.42714 -3.66534 5.01828
O 1.15754 -3.02386 5.17462
C 1.09463 -2.03322 4.24472
O 0.10852 -1.40756 3.98412
O 2.29319 -1.83998 3.64482
H 4.01143 -3.00821 3.69514
H 3.74772 -1.94928 5.09523
H 2.30266 -4.54267 4.38735
H 2.82857 -3.97765 5.98188
C -0.65604 1.42410 2.80171
C -1.21995 2.63755 3.47306
O -1.50922 3.50593 2.37548
C -1.66621 2.72342 1.27617
O -2.07802 3.11439 0.22282
O -1.29757 1.43826 1.52621
H -0.88232 0.50853 3.34281
H 0.42523 1.49047 2.65331
H -2.14447 2.42331 4.00850
H -0.51332 3.10064 4.15897
C -6.61563 -6.74588 -8.14903
C -7.37455 -8.01590 -8.40946
O -6.70763 -8.96060 -7.57907
C -6.10153 -8.26494 -6.58018
O -5.59799 -8.76266 -5.62352
O -6.14532 -6.92358 -6.81530
H -7.24520 -5.85976 -8.22358
H -5.75595 -6.62729 -8.81418
H -8.42087 -7.94970 -8.10020
H -7.33337 -8.32019 -9.45493
C 1.06195 -8.52212 5.39113
C 0.53309 -7.67320 4.27032
O 1.49683 -6.62884 4.18209
C 2.65968 -7.10502 4.70637
O 3.70989 -6.54535 4.63611
O 2.46764 -8.30302 5.31974
H 0.82636 -9.57816 5.26259
H 0.70277 -8.19491 6.37031
H 0.50317 -8.20807 3.31753
H -0.45750 -7.27147 4.48155
C -2.43272 -1.06473 6.67127
C -1.67584 -0.73759 7.92468
O -1.04555 0.50010 7.60487
C -1.77781 1.07979 6.61737
O -1.62116 2.19798 6.22901
O -2.71094 0.22312 6.12556
H -3.35424 -1.61129 6.86980
H -1.83219 -1.63071 5.95434
H -2.33504 -0.58631 8.78383
H -0.93715 -1.49850 8.17827
C 1.23867 -1.55028 11.79217
C 2.47567 -1.92107 11.02512
O 2.03171 -3.00194 10.21061
C 0.68619 -2.87575 10.07021
O 0.02431 -3.52189 9.31230
O 0.19080 -1.92054 10.90123
H 1.19372 -0.48674 12.02458
H 1.13277 -2.12073 12.71852
H 2.82616 -1.11219 10.37884
H 3.29252 -2.23366 11.67489
C 4.76147 8.39316 2.69684
C 5.50415 9.41973 1.89021
O 5.26834 8.99962 0.54975
C 4.12471 8.26611 0.55305
O 3.55556 7.90353 -0.43205
O 3.71300 7.99809 1.81765
H 4.35886 8.80052 3.62364
H 5.37480 7.51911 2.93035
H 5.10146 10.42742 2.02084
H 6.57085 9.43386 2.11171
C 2.04956 -1.87389 -5.51911
C 2.38676 -2.41820 -6.87411
O 3.73983 -2.01289 -7.05532
C 4.27225 -1.82449 -5.81736
O 5.42967 -1.64135 -5.60282
O 3.30995 -1.87035 -4.85778
H 1.33165 -2.49474 -4.98381
H 1.66724 -0.85063 -5.56228
H 2.33604 -3.50999 -6.91053
H 1.74679 -2.00568 -7.65360
```

Calculated values
**Spin multiplicity**: 1
**HOMO-LUMO gap**: 0.275 Ha
**SMILES**: [H]/N=C(/C)Cc1cc(C/C=N/[H])c(OCCC)c2nsnc12.O=C1OCCO1.O=C1OCCO1.O=C1OCCO1.O=C1OCCO1.O=C1OCCO1.O=C1OCCO1.O=C1OCCO1.O=C1OCCO1.O=C1OCCO1.O=C1OCCO1.O=C1OCCO1

***

What is the formula in the first record?
C48H70CsF5GeN5O7PS2SbSe